275
Properties=species:S:1:pos:R:3:forces:R:3:mulliken_charge:R:1 method="wB97M-V/def2-TZVPD" charge=+5 relative_energy_kcal_mol=0.0 orbital_gap_ha=0.3154 e_homo_ha=-0.606
C -4.841598 -0.164325 8.389771 -0.244 -1.094 -0.246 -0.804
O -3.816528 -0.592265 7.498413 0.323 0.278 -1.105 -0.215
C -2.967863 -1.621475 7.961700 -0.121 0.565 0.962 -0.082
C -3.754321 -2.891398 8.214417 -0.217 -0.598 -0.063 -1.096
N -4.492104 -3.358166 6.931914 1.803 -0.398 1.861 0.131
H -4.878579 -4.228952 7.291176 -0.841 0.030 -0.672 0.392
H -5.188358 -2.652610 6.706908 -0.241 -0.270 -0.354 0.458
C -3.534814 -3.646497 5.797049 -0.178 0.795 0.307 -0.872
C -4.260065 -4.385242 4.703126 0.349 -0.716 -0.160 -0.678
O -5.520483 -3.853541 4.416638 -0.962 -0.287 0.039 -0.459
C -5.622938 -2.665887 3.657565 1.490 -0.289 -1.193 -0.142
H -5.438323 0.605465 7.908968 0.370 0.195 -0.088 0.212
H -4.471603 0.159736 9.363003 0.102 0.024 -0.032 0.324
H -5.510430 -1.024939 8.498852 -0.293 0.265 0.570 0.341
H -2.475025 -1.235074 8.860374 -0.126 -0.584 0.406 0.500
H -2.133111 -1.802085 7.283832 -0.337 0.243 -0.495 -0.053
H -4.512624 -2.822630 8.993954 -0.159 0.454 -0.187 0.494
H -3.187321 -3.759956 8.551657 0.539 0.216 -0.315 0.482
H -2.694556 -4.244987 6.147547 -0.122 -0.005 0.289 0.407
H -3.134006 -2.659051 5.568722 -0.024 -0.161 -0.630 0.428
H -4.438907 -5.421866 5.006269 -0.289 0.142 0.443 0.440
H -3.554233 -4.575325 3.884513 -0.247 0.819 -0.447 0.316
H -5.200126 -2.831286 2.656108 0.359 -0.030 0.118 0.050
H -5.018884 -1.884398 4.125211 -0.492 0.442 -0.060 0.303
H -6.646123 -2.412948 3.391141 -0.207 0.029 0.994 0.031
C -2.530007 -3.311497 -0.812255 0.498 0.622 1.539 -0.427
O -2.164800 -3.553843 -2.129791 0.157 -0.127 -1.026 0.111
C -1.070559 -4.461776 -2.304245 -0.205 0.886 0.501 0.237
C -1.323217 -5.279550 -3.549360 -0.722 -0.697 0.239 -1.407
N -1.920595 -4.529151 -4.724567 -0.052 -0.770 0.026 0.365
H -1.477681 -3.607496 -4.811796 0.069 0.569 0.249 0.195
H -1.570434 -5.090207 -5.499410 -0.269 0.371 -0.461 0.492
C -3.420151 -4.392524 -4.843084 -0.857 -0.577 0.385 -0.343
C -3.851217 -3.241333 -5.705937 -0.013 0.484 -0.226 -0.804
O -3.333808 -2.041778 -5.183716 -0.046 0.227 -0.099 -0.216
C -4.273323 -1.321890 -4.399263 0.422 0.482 0.448 -0.580
H -2.808432 -4.211148 -0.249443 -0.330 -0.067 -0.303 0.563
H -3.293583 -2.533653 -0.770390 -0.296 -0.358 -0.326 -0.339
H -1.733479 -2.851166 -0.204745 0.275 -0.139 -0.250 0.120
H -1.064075 -5.095334 -1.414060 0.285 -0.426 -0.253 0.741
H -0.127402 -3.916978 -2.353525 0.007 0.100 -0.055 -0.315
H -1.996635 -6.083092 -3.246192 -0.387 0.126 -0.492 0.386
H -0.458536 -5.799211 -3.958172 0.362 0.343 0.343 0.423
H -3.868515 -4.284690 -3.856987 0.566 0.295 0.214 0.117
H -3.913972 -5.290034 -5.224216 0.760 -0.338 -0.178 0.443
H -4.946104 -3.266089 -5.739083 -0.027 0.128 0.195 0.469
H -3.566217 -3.327412 -6.757880 0.399 -0.106 0.099 0.374
H -4.544973 -1.886488 -3.500351 -0.569 -0.287 -0.282 0.213
H -5.092976 -0.961415 -5.020489 -0.335 -0.368 0.206 0.430
H -3.825203 -0.422874 -3.971426 0.466 -0.035 -0.428 0.085
C -6.404314 -2.517060 -0.068605 -0.036 0.163 -1.067 -0.759
O -7.374211 -3.399643 0.492397 -0.638 0.187 0.243 -0.443
C -8.539515 -2.717818 0.941042 -0.125 1.376 1.025 -0.350
C -9.504972 -3.717087 1.578989 1.762 0.117 -0.558 -0.828
N -9.662828 -4.848440 0.584392 -1.928 0.661 0.771 0.029
H -10.589841 -4.693587 0.167473 0.003 -0.279 -0.240 0.418
H -8.996699 -4.810547 -0.187072 0.432 0.040 0.335 0.364
C -9.740722 -6.188372 1.237373 0.746 -0.904 -0.994 -0.624
C -10.425619 -7.115749 0.220251 -0.739 0.208 -0.379 -0.555
O -11.703458 -6.543579 0.031581 0.296 0.670 0.560 -0.365
C -12.640752 -7.364359 -0.643108 0.213 0.520 -1.229 -0.780
H -6.675879 -2.322703 -1.110013 -0.052 0.186 -0.002 0.508
H -5.427303 -2.994548 -0.106889 -0.136 -0.307 0.370 0.147
H -6.309986 -1.544499 0.418085 -0.258 -0.099 0.361 0.311
H -9.039458 -2.015171 0.264993 0.150 -0.687 -1.012 0.434
H -8.250883 -1.974999 1.694155 0.092 -0.260 0.437 0.355
H -10.475585 -3.328082 1.872996 -0.032 0.130 -0.363 0.413
H -9.015078 -4.068137 2.486462 -0.071 -0.545 -0.156 0.365
H -10.275752 -6.069129 2.174152 -0.143 -0.153 -0.076 0.361
H -8.695538 -6.449035 1.402888 -0.135 -0.326 0.308 0.367
H -10.545265 -8.180515 0.432411 0.413 0.104 0.814 0.478
H -9.894086 -7.097961 -0.741764 0.298 0.113 0.036 0.304
H -12.208111 -7.665035 -1.605938 0.103 -0.617 0.273 0.354
H -13.437041 -6.704271 -0.984608 -0.339 -0.166 0.645 0.263
H -12.963366 -8.194096 -0.016755 -0.116 -0.008 -0.162 0.300
C -5.093721 2.476235 3.287646 -0.432 -1.229 -1.601 -0.657
O -5.783561 3.569678 3.817143 0.141 0.808 1.548 -0.517
C -7.181152 3.593118 3.625351 -0.271 -0.917 -1.450 -0.209
C -7.743537 4.914177 4.174185 0.718 -0.507 -0.126 -0.776
N -6.860539 5.505038 5.255129 -0.138 -0.247 -0.588 -0.209
H -6.848385 4.967331 6.120101 -0.223 -0.232 -0.095 0.376
H -5.925578 5.369580 4.852317 0.289 0.654 0.223 0.449
C -7.294026 6.917606 5.575543 0.176 -0.465 0.595 -0.603
C -6.289315 7.618029 6.474570 -0.206 -0.011 -1.305 -0.643
O -5.169283 7.754316 5.610061 0.280 0.285 0.299 -0.307
C -4.129840 8.474205 6.256504 -0.350 -0.151 2.385 -0.770
H -4.220837 2.177101 3.866968 -0.213 0.285 0.365 0.355
H -4.808964 2.623779 2.240744 0.235 0.612 0.188 0.272
H -5.786521 1.635329 3.142986 0.094 -0.202 0.593 0.282
H -7.730740 2.681467 3.899107 0.429 0.023 1.244 0.378
H -7.319136 3.489399 2.540935 -0.321 0.946 -0.038 0.183
H -8.739446 4.841528 4.598802 -0.160 -0.002 -0.403 0.426
H -7.649729 5.607538 3.341856 -0.459 0.353 0.221 0.414
H -8.261591 6.810386 6.064452 -0.078 0.119 -0.130 0.421
H -7.386867 7.432253 4.624370 -0.038 0.131 0.075 0.307
H -6.088617 7.085395 7.409929 0.310 -0.311 -0.103 0.426
H -6.714297 8.574999 6.789254 0.085 0.204 -0.206 0.481
H -4.471151 9.441241 6.642837 -0.032 0.312 -0.819 0.319
H -3.169289 8.549076 5.760637 -0.394 -0.167 -0.674 0.267
H -3.972997 7.967756 7.223024 0.531 -0.219 -0.179 0.320
C 2.064691 9.275829 -3.866494 1.005 0.388 -0.030 -0.788
O 2.438994 8.043643 -3.227913 0.048 -0.142 0.025 -0.341
C 2.480328 6.987136 -4.139562 -0.212 -1.037 -0.701 -0.929
C 2.515324 5.622612 -3.441220 -0.395 0.306 1.333 0.137
N 1.635596 5.735080 -2.209500 0.847 -1.264 0.636 0.135
H 1.941546 6.537994 -1.660318 -0.315 0.566 -0.541 0.592
H 0.676885 5.843152 -2.576381 -0.314 -0.083 0.339 0.627
C 1.764059 4.587425 -1.215252 -0.832 0.005 0.754 -0.473
C 2.947384 4.731649 -0.286319 1.255 0.355 0.665 -0.582
O 4.144189 4.983734 -0.986365 -0.165 0.356 -0.612 -0.232
C 5.218386 5.361367 -0.148780 0.568 -0.324 0.165 -0.754
H 2.451904 9.303756 -4.887025 -0.174 -0.142 -0.090 0.341
H 2.615944 10.058669 -3.349200 -0.312 0.073 0.199 0.261
H 0.995950 9.480092 -3.868144 -0.071 -0.298 0.150 0.308
H 3.392205 6.949260 -4.751754 -0.006 0.652 -0.176 0.344
H 1.613638 7.055951 -4.802608 -0.018 -0.186 -0.080 0.596
H 3.505039 5.348587 -3.082899 0.003 0.232 0.058 0.305
H 2.109154 4.775323 -3.991699 -0.161 0.303 -0.348 -0.065
H 1.605614 3.614813 -1.674130 0.597 0.181 -0.553 -0.554
H 0.907231 4.610642 -0.540128 -0.221 0.444 -0.295 0.744
H 3.097192 3.868042 0.377021 -0.409 -0.474 -0.478 -0.105
H 2.872349 5.512182 0.485936 -0.725 0.478 -0.442 0.761
H 6.095049 5.476740 -0.784564 0.036 -0.391 0.030 0.299
H 5.350752 4.572705 0.598203 0.387 0.073 0.028 0.171
H 5.151911 6.324897 0.367537 -0.774 0.014 -0.076 0.305
C 8.986117 4.527182 -7.156680 0.744 0.310 -0.364 -0.582
O 8.207635 4.601415 -8.340032 -0.464 -0.476 0.343 -0.385
C 7.626868 3.420253 -8.833105 0.355 -0.978 -0.343 -0.514
C 6.120287 3.552677 -8.823804 0.945 0.871 -0.318 -0.575
N 5.638397 3.976656 -7.468521 -1.208 0.349 0.529 -0.008
H 6.117201 4.775480 -7.044426 0.698 -0.077 -0.528 0.414
H 4.725695 4.378378 -7.701904 -0.250 -0.202 0.493 0.454
C 5.471671 2.898912 -6.426642 -0.409 0.145 0.398 -1.075
C 4.704501 3.393588 -5.125101 -0.183 -1.372 -1.444 -0.681
O 4.107291 2.297609 -4.477844 0.947 0.337 0.648 0.627
C 2.955611 1.769888 -5.115776 -0.197 -0.132 -0.111 -0.680
H 8.396883 4.771321 -6.267438 0.048 -0.187 0.107 0.210
H 9.769702 5.274791 -7.284017 -0.161 0.146 0.254 0.288
H 9.529080 3.583218 -7.070250 -0.341 -0.176 0.115 0.295
H 7.853758 2.450681 -8.368083 0.647 0.476 0.758 0.300
H 8.031024 3.280803 -9.837560 -0.557 0.043 -0.275 0.459
H 5.560807 2.649364 -9.053264 0.118 0.052 -0.351 0.332
H 5.925704 4.384336 -9.502862 -0.630 -0.166 0.043 0.412
H 6.453696 2.535557 -6.131342 0.130 0.133 -0.207 0.386
H 4.944957 2.083815 -6.918114 -0.137 0.050 0.083 0.438
H 3.878728 4.046085 -5.418897 0.332 0.672 -0.014 0.266
H 5.464908 3.822386 -4.479079 -0.386 0.351 0.324 0.448
H 2.454122 1.095682 -4.426887 0.212 -0.019 0.048 -0.533
H 3.271609 1.197428 -5.991745 -0.390 0.019 -0.139 0.364
H 2.229151 2.552609 -5.351780 0.102 0.047 -0.210 0.477
C 1.231368 -1.314577 7.411861 1.188 -0.489 1.376 -0.332
O 1.679754 0.032492 7.523215 -0.269 0.047 -0.655 -0.442
C 0.842782 1.024898 6.983277 -1.126 0.199 -0.698 -0.219
C 1.422306 1.599786 5.673456 0.399 -0.506 0.389 -0.660
N 1.792956 0.472323 4.768173 -0.456 -0.933 0.210 0.851
H 2.170873 -0.287125 5.342234 0.717 0.370 0.000 0.527
H 0.943805 -0.002497 4.434383 -0.407 0.519 -0.151 -0.497
C 2.628844 0.760249 3.558237 -0.177 0.453 0.659 -0.228
C 2.052297 1.916519 2.757160 -0.315 0.000 -0.571 0.913
O 0.671218 1.712928 2.537080 -0.132 0.126 0.332 0.063
C 0.087527 2.489860 1.502091 -0.877 -1.335 -1.109 -1.305
H 0.376422 -1.527944 8.057004 -0.473 0.285 -0.484 0.206
H 2.029233 -1.860554 7.922975 0.042 -0.131 -0.217 0.334
H 1.158785 -1.739933 6.410212 -0.458 0.319 -0.125 0.004
H 0.659800 1.801313 7.726038 0.523 0.259 -0.085 0.501
H -0.171629 0.688989 6.740690 0.116 -0.610 0.121 -0.072
H 2.344729 2.118635 5.930671 -0.061 0.316 -0.382 0.343
H 0.710030 2.158282 5.070294 0.037 0.519 0.498 0.427
H 2.615955 -0.182512 3.014865 0.089 0.191 -0.279 -0.499
H 3.646106 0.990932 3.871367 -0.088 -0.030 -0.054 0.438
H 2.606902 1.909751 1.810554 0.035 0.198 0.033 -1.488
H 2.139693 2.906107 3.215121 0.601 -0.123 0.233 0.794
H 0.252222 1.952843 0.560415 0.498 0.371 -0.160 0.468
H 0.328075 3.543340 1.357115 0.515 0.011 0.703 0.419
H -0.996697 2.402530 1.579730 -0.004 0.204 0.548 0.402
C 8.773661 -3.122798 -0.284227 -0.072 0.440 -0.883 -0.290
O 7.845058 -3.868344 0.471821 0.160 0.122 0.839 -0.387
C 8.090778 -3.567726 1.860590 -1.089 -0.077 -0.458 -0.595
C 6.821758 -3.849460 2.653085 -0.694 -0.570 -0.536 -0.806
N 5.664192 -3.078200 2.097698 -0.159 1.903 0.505 0.664
H 5.830239 -2.074404 2.169681 0.626 0.243 -0.274 -0.288
H 5.652946 -3.253597 1.090331 -0.538 -0.285 -0.001 0.395
C 4.328581 -3.141736 2.824712 0.090 -0.848 0.225 -0.979
C 3.140307 -3.082178 1.902862 -0.014 0.067 -1.116 1.407
O 3.247565 -4.187991 1.014674 -0.227 -0.060 0.549 -0.455
C 2.048091 -4.785687 0.560833 -0.127 -0.651 0.263 -0.768
H 9.810785 -3.340377 -0.018133 -0.043 0.058 0.183 0.347
H 8.548519 -2.053232 -0.191637 0.279 0.050 0.284 0.295
H 8.658924 -3.334384 -1.348930 -0.245 -0.517 0.158 -0.156
H 8.310524 -2.499827 1.924498 0.288 0.017 0.308 0.420
H 8.890132 -4.189515 2.260710 0.191 0.128 0.010 0.434
H 6.953508 -3.627695 3.708996 -0.089 0.008 0.002 0.382
H 6.443240 -4.860233 2.491528 0.656 -0.325 0.404 0.462
H 4.253784 -2.350335 3.567969 0.515 0.277 -0.266 0.363
H 4.356806 -4.065415 3.402346 -0.310 -0.220 -0.260 0.490
H 3.101422 -2.206403 1.244809 0.565 0.458 0.375 -0.757
H 2.211456 -2.979949 2.474003 0.077 -0.730 0.137 -0.057
H 2.117693 -5.853532 0.780279 0.078 -0.057 -0.289 0.382
H 1.926007 -4.642893 -0.514113 -0.030 0.111 -0.005 0.218
H 1.150144 -4.470101 1.099920 0.131 0.470 -0.011 0.219
C 4.428467 -1.335665 -3.286668 -0.387 0.002 0.049 -0.725
O 5.845158 -1.193256 -3.172560 -0.122 0.222 0.634 -0.295
C 6.350116 0.042546 -3.601465 -0.716 -0.511 -1.632 0.098
C 7.837962 -0.141954 -3.768983 0.640 0.952 0.594 -1.153
N 8.132922 -1.420429 -4.494839 0.299 -0.059 -0.143 -0.056
H 7.308096 -2.034250 -4.476673 -0.058 -0.126 0.638 0.444
H 8.273031 -1.227691 -5.486109 -0.036 0.120 -0.024 0.469
C 9.363713 -2.209061 -4.076135 -0.152 -0.557 -0.449 -0.367
C 9.269838 -3.542647 -4.786755 -0.172 -1.126 -0.538 -0.636
O 8.181792 -4.299734 -4.312145 -0.734 1.194 0.038 -0.264
C 8.101653 -5.605083 -4.844039 0.569 -1.223 0.272 -0.843
H 4.185950 -1.555479 -4.326959 -0.272 -0.011 0.029 0.496
H 3.858392 -0.470780 -2.938220 0.348 0.327 -0.312 -0.089
H 4.072261 -2.125766 -2.628377 0.447 -0.356 -0.234 0.320
H 5.964097 0.924597 -3.085567 0.632 -0.133 0.756 0.570
H 5.991270 0.276491 -4.621207 -0.301 -0.356 -0.150 0.055
H 8.402601 -0.106216 -2.838064 -0.152 -0.440 0.098 0.364
H 8.231659 0.684059 -4.362580 0.071 -0.080 -0.061 0.398
H 9.414717 -2.326259 -2.998450 -0.281 0.217 0.018 0.008
H 10.242858 -1.684771 -4.444469 -0.021 0.181 0.142 0.364
H 10.159733 -4.173722 -4.701426 0.405 0.552 0.148 0.564
H 9.109119 -3.373948 -5.861568 0.265 0.129 -0.128 0.384
H 7.109532 -6.017699 -4.681378 -0.037 0.258 0.239 0.245
H 8.835970 -6.218258 -4.310963 -0.145 -0.172 0.012 0.332
H 8.326792 -5.758863 -5.904042 -0.006 0.801 -0.133 0.346
C 3.439146 1.505523 -1.172056 -1.547 1.207 0.874 1.841
O 2.078330 0.982176 -1.183226 0.602 -1.231 -0.647 0.941
C 1.964439 -0.192634 -0.410373 -0.078 -0.750 -0.107 0.172
C 0.566897 -0.798345 -0.399902 -0.876 -1.292 -0.305 -0.723
N -0.214388 -0.657169 -1.688579 0.119 2.330 -0.794 2.368
H 0.418021 -0.613011 -2.496326 0.450 -0.127 0.255 -0.635
H -0.858245 -1.384136 -2.011922 -0.036 -0.432 0.805 -0.470
C -0.940718 0.688511 -1.780102 0.527 0.443 0.471 1.221
C -2.230662 0.698086 -0.974278 -1.385 -1.241 -0.675 -1.718
O -2.166697 -0.159929 0.150120 1.124 -0.236 1.757 0.843
C -3.345021 -0.131211 0.974188 -0.218 -0.132 -1.382 -0.425
H 3.352149 2.353979 -1.846224 0.285 0.250 0.300 -0.700
H 4.345127 0.974724 -1.464943 -0.630 -1.088 0.036 -0.443
H 3.487970 1.768833 -0.115311 1.149 0.544 -0.170 -1.366
H 2.148508 -0.061086 0.662993 0.418 0.456 -0.037 -1.150
H 2.673908 -0.951075 -0.752453 0.157 0.090 -0.171 0.688
H -0.013004 -0.491711 0.468975 -0.331 0.527 -0.549 -0.143
H 0.601701 -1.882737 -0.270293 0.621 -0.022 0.131 0.488
H -1.037100 0.964859 -2.831012 -0.690 -0.439 -0.069 0.974
H -0.254957 1.475222 -1.465715 0.208 -0.403 0.463 -1.562
H -3.014497 0.177626 -1.546872 -0.147 0.867 -0.619 0.419
H -2.561876 1.708303 -0.723890 0.067 0.021 -0.159 0.682
H -3.520413 0.888752 1.308341 -0.335 -0.028 0.032 0.098
H -3.356544 -0.841628 1.797968 1.079 0.094 0.120 -0.446
H -4.153024 -0.507427 0.336544 -0.436 0.649 -0.044 0.160
B -6.355910 2.497121 -0.169188 -1.081 2.089 -0.580 0.155
F -7.177750 3.009768 -1.200378 0.507 -0.573 0.374 -0.332
F -5.068367 2.258710 -0.618091 0.447 -0.976 -0.121 -0.030
F -6.216492 3.546761 0.809506 -0.189 -0.286 0.218 -0.404
F -7.010698 1.404923 0.420410 0.455 -0.588 0.271 -0.402
B 5.806785 0.215645 1.876068 1.092 1.078 -1.138 0.355
F 5.423551 1.545718 1.793966 -0.365 0.350 -0.215 -0.333
F 5.311300 -0.270909 3.090899 0.013 -1.032 0.024 -0.315
F 5.327357 -0.500724 0.730430 -0.775 -0.350 0.517 -0.339
F 7.199401 0.088245 1.770810 -0.099 -0.238 0.588 -0.413
B -0.793059 3.889266 -3.304003 -1.004 0.971 -1.185 -0.212
F -0.733609 5.246839 -3.776397 0.868 0.018 0.208 -0.376
F -1.956747 3.346377 -3.781081 0.105 -0.732 -0.103 -0.313
F 0.365856 3.204210 -3.768689 0.028 -0.016 0.354 0.128
F -0.829461 3.960499 -1.922109 0.424 -0.390 0.969 -0.228
B -0.538381 -1.870637 3.937204 -0.429 -0.699 -0.176 0.363
F 0.581862 -1.615216 3.105418 0.371 0.137 0.410 -0.118
F -1.618226 -2.096818 3.098387 -0.499 -0.056 -0.031 -0.245
F -0.335149 -2.982372 4.771713 0.232 -0.059 -0.166 -0.385
F -0.773616 -0.774991 4.785731 0.121 0.537 -0.005 -0.708
B 0.937408 -2.137186 -4.483201 -0.332 0.401 0.003 -0.575
F 1.167197 -2.885444 -5.617270 0.158 -0.093 0.297 -0.319
F 1.301472 -0.785958 -4.640492 0.375 -0.290 0.252 0.014
F -0.455095 -2.119057 -4.191501 -0.729 -0.301 -0.026 -0.173
F 1.521624 -2.679243 -3.307746 0.462 0.091 -0.161 -0.355